The following is a DFT calculation (ωB97M-V with the def2-TZVPD basis set) of 6 unconnected molecules or ions with the total composition C24H39N4O19 in a non-equilibrium geometry.

Computed properties:
M in g/mol: 687.585
Charge: +1
HOMO energy in eV: -11.8

Last columns: bonded neighbours and bond lengths (Å).
CARTESIAN COORDINATES (ANGSTROEM)
1 C -3.239 2.009 -4.924  C2 1.616, H18 1.139, H19 1.150, H20 1.146
2 C -1.809 2.136 -5.666  C1 1.616, O3 1.261, O4 1.420
3 O -1.601 3.158 -6.375  C2 1.261
4 O -0.764 1.184 -5.546  C2 1.420, C5 1.459
5 C -1.287 -0.178 -5.514  O4 1.459, C6 1.622, H21 1.144, H22 1.152
6 C 0.000 -1.134 -5.260  C5 1.622, C7 1.630, H23 1.140, H24 1.140
7 C 0.075 -1.335 -3.645  C6 1.630, C8 1.615, H25 1.151, H26 1.150
8 C 1.591 -1.382 -3.090  C7 1.615, C9 1.628, H27 1.142, H28 1.145
9 C 1.927 -0.129 -2.107  C8 1.628, N10 1.505, H29 1.156, H30 1.140
10 N 3.417 -0.143 -1.902  C9 1.505, C11 1.468, H31 1.033
11 C 3.816 0.580 -0.687  N10 1.468, N12 1.452, N13 1.336
12 N 4.743 1.686 -0.851  C11 1.452, H32 1.028, H33 1.028
13 N 3.301 0.148 0.468  C11 1.336, C14 1.484, H34 1.035
14 C 3.608 0.818 1.756  N13 1.484, O15 1.471, H35 1.157, H36 1.142
15 O 4.431 -0.039 2.624  C14 1.471, N16 1.395
16 N 4.019 0.255 3.924  O15 1.395, O17 1.199
17 O 4.638 1.223 4.268  N16 1.199
18 H -3.779 3.012 -4.921  C1 1.139
19 H -3.908 1.263 -5.490  C1 1.150
20 H -3.046 1.649 -3.853  C1 1.146
21 H -1.784 -0.503 -6.491  C5 1.144
22 H -1.986 -0.367 -4.618  C5 1.152
23 H -0.185 -2.170 -5.697  C6 1.140
24 H 0.970 -0.684 -5.654  C6 1.140
25 H -0.455 -0.483 -3.080  C7 1.151
26 H -0.446 -2.318 -3.355  C7 1.150
27 H 1.707 -2.318 -2.445  C8 1.142
28 H 2.382 -1.363 -3.919  C8 1.145
29 H 1.554 0.851 -2.594  C9 1.156
30 H 1.320 -0.265 -1.151  C9 1.140
31 H 3.806 0.413 -2.681  N10 1.033
32 H 4.281 2.557 -1.145  N12 1.028
33 H 5.366 1.814 -0.044  N12 1.028
34 H 2.661 -0.664 0.458  N13 1.035
35 H 2.599 0.920 2.312  C14 1.157
36 H 4.050 1.865 1.648  C14 1.142
37 C -5.166 -0.424 -2.286  C38 1.498, O42 1.423, H43 1.091, H44 1.094
38 C -4.978 -1.757 -1.628  C37 1.498, O39 1.423, H45 1.094, H46 1.091
39 O -3.564 -1.850 -1.496  C38 1.423, C40 1.357
40 C -3.078 -0.583 -1.498  O39 1.357, O41 1.202, O42 1.358
41 O -1.941 -0.293 -1.236  C40 1.202
42 O -4.039 0.316 -1.834  C37 1.423, C40 1.358
43 H -6.096 0.062 -1.988  C37 1.091
44 H -5.133 -0.487 -3.378  C37 1.094
45 H -5.430 -1.800 -0.634  C38 1.094
46 H -5.368 -2.578 -2.231  C38 1.091
47 C 7.279 -0.204 6.277  C48 1.499, O52 1.420, H53 1.091, H54 1.094
48 C 6.909 1.205 6.633  C47 1.499, O49 1.419, H55 1.094, H56 1.091
49 O 7.403 1.343 7.956  C48 1.419, C50 1.363
50 C 8.400 0.427 8.110  O49 1.363, O51 1.194, O52 1.363
51 O 9.139 0.385 9.047  C50 1.194
52 O 8.444 -0.435 7.055  C47 1.420, C50 1.363
53 H 7.492 -0.325 5.214  C47 1.091
54 H 6.510 -0.926 6.570  C47 1.094
55 H 7.404 1.941 5.992  C48 1.094
56 H 5.832 1.374 6.600  C48 1.091
57 C 5.114 -5.070 -3.485  C58 1.499, O62 1.422, H63 1.091, H64 1.094
58 C 5.939 -3.885 -3.083  C57 1.499, O59 1.421, H65 1.094, H66 1.091
59 O 5.575 -2.901 -4.042  C58 1.421, C60 1.361
60 C 4.343 -3.237 -4.512  O59 1.361, O61 1.199, O62 1.360
61 O 3.670 -2.532 -5.210  C60 1.199
62 O 3.972 -4.474 -4.087  C57 1.422, C60 1.360
63 H 4.827 -5.687 -2.632  C57 1.091
64 H 5.617 -5.699 -4.225  C57 1.094
65 H 5.685 -3.517 -2.084  C58 1.094
66 H 7.010 -4.089 -3.122  C58 1.091
67 C -2.334 1.697 2.554  C68 1.498, O72 1.421, H73 1.091, H74 1.094
68 C -2.861 1.816 1.156  C67 1.498, O69 1.421, H75 1.094, H76 1.091
69 O -4.204 1.371 1.279  C68 1.421, C70 1.361
70 C -4.568 1.552 2.579  O69 1.361, O71 1.197, O72 1.362
71 O -5.686 1.436 2.988  C70 1.197
72 O -3.496 1.883 3.350  C67 1.421, C70 1.362
73 H -1.581 2.452 2.782  C67 1.091
74 H -1.919 0.706 2.762  C67 1.094
75 H -2.862 2.849 0.797  C68 1.094
76 H -2.309 1.195 0.448  C68 1.091
77 C -8.805 2.186 4.248  C78 1.498, O82 1.421, H83 1.091, H84 1.094
78 C -8.407 1.558 5.549  C77 1.498, O79 1.421, H85 1.094, H86 1.091
79 O -9.657 1.277 6.164  C78 1.421, C80 1.362
80 C -10.582 1.184 5.169  O79 1.362, O81 1.196, O82 1.362
81 O -11.703 0.793 5.323  C80 1.196
82 O -10.067 1.591 3.977  C77 1.421, C80 1.362
83 H -8.095 1.972 3.448  C77 1.091
84 H -8.935 3.269 4.329  C77 1.094
85 H -7.862 0.620 5.411  C78 1.094
86 H -7.810 2.227 6.170  C78 1.091